(1)
Formula: C28H44BrF12N8O12S4
Source: the Open Molecules 2025 dataset
Level of theory: ωB97M-V/def2-TZVPD

Last column: Löwdin charge in e.
Positions of all 109 atoms, in Å:
C: -1.05 -0.96 7.24  -0.053
C: -1.44 -0.48 5.80  -0.152
N: -2.87 -0.62 5.47  -0.035
C: -3.88 0.09 6.11  0.017
C: -5.03 -0.18 5.39  -0.002
N: -4.65 -0.93 4.28  -0.088
C: -3.36 -1.14 4.33  -0.055
C: -5.48 -1.35 3.07  0.055
H: 0.05 -1.06 7.28  0.086
H: -1.34 -1.97 7.43  0.056
H: -1.44 -0.31 8.01  0.065
H: -0.94 -0.98 5.00  0.122
H: -1.10 0.55 5.72  0.102
H: -3.67 0.60 7.02  0.124
H: -6.00 0.23 5.51  0.119
H: -2.86 -1.84 3.69  0.157
H: -5.50 -2.41 2.83  0.089
H: -5.07 -0.70 2.28  0.089
H: -6.54 -1.03 3.27  0.110
C: 1.67 -0.99 0.00  -0.050
C: 0.37 -1.82 0.06  -0.153
N: 0.02 -2.38 -1.24  -0.017
C: 0.86 -3.24 -1.94  -0.035
C: 0.26 -3.62 -3.09  -0.082
N: -0.96 -2.97 -3.10  -0.086
C: -1.07 -2.23 -1.98  -0.027
C: -2.09 -3.36 -3.97  0.035
H: 2.57 -1.54 -0.30  0.065
H: 1.90 -0.55 0.94  0.059
H: 1.54 -0.15 -0.70  0.065
H: -0.44 -1.19 0.41  0.116
H: 0.59 -2.64 0.80  0.115
H: 1.75 -3.60 -1.52  0.113
H: 0.58 -4.25 -3.95  0.031
H: -1.95 -1.65 -1.73  0.172
H: -2.52 -4.21 -3.44  0.104
H: -1.79 -3.73 -4.95  0.104
H: -2.72 -2.48 -4.13  0.084
C: 0.81 2.38 1.80  -0.059
C: 0.34 3.04 0.52  -0.116
N: 1.19 4.28 0.26  -0.010
C: 0.87 5.47 0.81  -0.023
C: 1.71 6.36 0.27  -0.026
N: 2.59 5.70 -0.60  -0.036
C: 2.20 4.41 -0.55  -0.065
C: 3.83 6.39 -1.15  0.046
H: 0.48 2.89 2.70  0.069
H: 1.89 2.34 1.82  0.050
H: 0.40 1.32 1.92  0.094
H: -0.73 3.24 0.45  0.105
H: 0.56 2.40 -0.34  0.114
H: 0.07 5.67 1.52  0.140
H: 1.73 7.41 0.43  0.119
H: 2.72 3.67 -1.12  0.146
H: 4.76 5.90 -0.70  0.115
H: 3.80 7.48 -0.93  0.104
H: 3.84 6.24 -2.16  0.048
C: 4.98 -3.02 -2.10  -0.079
C: 5.21 -1.52 -2.38  -0.152
N: 4.10 -0.80 -3.03  -0.011
C: 3.65 0.53 -2.76  0.011
C: 2.43 0.65 -3.36  -0.023
N: 2.16 -0.56 -4.02  -0.069
C: 3.18 -1.39 -3.77  -0.056
C: 1.03 -0.86 -4.83  0.014
H: 5.80 -3.44 -1.49  0.089
H: 4.89 -3.67 -2.96  0.003
H: 4.06 -3.08 -1.46  0.072
H: 6.09 -1.42 -3.03  0.129
H: 5.37 -1.11 -1.37  0.120
H: 4.15 1.21 -2.12  0.108
H: 1.71 1.44 -3.28  0.126
H: 3.14 -2.41 -4.15  -0.005
H: 0.15 -0.37 -4.48  0.103
H: 0.89 -1.88 -4.93  0.059
H: 1.30 -0.51 -5.78  0.098
Br: 2.94 -4.72 -4.89  -0.338
C: 6.69 2.87 1.40  -0.631
F: 7.45 1.81 1.73  0.114
F: 7.00 3.86 2.22  0.128
F: 7.07 3.24 0.12  0.061
S: 4.84 2.53 1.30  0.527
O: 4.45 3.67 0.47  -0.366
O: 4.86 1.18 0.60  -0.377
O: 4.31 2.59 2.65  -0.313
C: -2.96 3.49 2.34  -0.614
F: -1.79 4.18 2.04  0.045
F: -3.50 4.19 3.34  0.135
F: -3.85 3.54 1.36  0.134
S: -2.65 1.69 2.67  0.478
O: -2.16 1.06 1.51  -0.282
O: -1.71 1.73 3.79  -0.328
O: -4.03 1.25 3.01  -0.323
C: -5.74 -1.44 -5.16  -0.593
F: -6.71 -2.24 -5.51  0.160
F: -5.40 -1.55 -3.81  0.045
F: -4.59 -1.95 -5.79  0.016
S: -5.77 0.37 -5.55  0.443
O: -6.84 0.86 -4.68  -0.356
O: -4.46 0.83 -5.14  -0.347
O: -6.04 0.49 -6.99  -0.355
C: -2.48 -4.11 1.26  -0.593
F: -2.02 -3.62 2.46  0.065
F: -3.74 -4.64 1.51  0.065
F: -2.74 -3.07 0.47  0.104
S: -1.24 -5.24 0.53  0.482
O: -1.43 -6.49 1.20  -0.288
O: -1.57 -5.14 -0.90  -0.322
O: -0.01 -4.53 0.90  -0.344

The value obtained for the HOMO energy is -6.15 eV. Its net charge is -1. The HOMO-LUMO gap is 7.33 eV. As for the energy: -212235.605 eV. The LUMO energy is 1.188 eV.

(2)
Formula: C71H61N4PS3Ti
Source: the Open Molecules 2025 dataset
Level of theory: ωB97M-V/def2-TZVPD

Last column: Löwdin charge in e.
Positions of all 141 atoms, in Å:
Ti: 0.81 0.80 -0.22  0.871
C: 0.56 -1.37 6.78  -0.144
C: -0.37 -2.09 6.10  -0.091
C: -0.49 -1.97 4.71  -0.156
C: 0.27 -1.17 3.97  -0.353
C: 1.18 -0.38 4.65  -0.076
C: 1.33 -0.49 6.07  -0.086
P: -0.05 -0.93 2.12  1.235
C: -1.83 -1.63 2.49  -0.364
C: -2.66 -0.98 3.39  -0.132
C: -3.93 -1.49 3.71  -0.091
C: -4.36 -2.67 3.15  -0.124
C: -3.55 -3.33 2.24  -0.087
C: -2.28 -2.79 1.89  -0.113
C: 0.66 -2.56 1.48  -0.300
C: 0.48 -3.71 2.10  -0.146
C: 1.17 -4.88 1.64  -0.071
C: 2.05 -4.82 0.56  -0.057
C: 2.24 -3.64 -0.13  -0.244
C: 3.11 -3.54 -1.17  -0.086
C: 3.31 -2.33 -1.77  -0.081
C: 2.55 -1.19 -1.40  -0.206
C: 1.61 -1.22 -0.41  -0.224
C: 1.53 -2.49 0.27  -0.151
H: 0.68 -1.49 7.90  0.113
H: -1.05 -2.79 6.66  0.112
H: -1.32 -2.56 4.21  0.105
H: 1.81 0.37 4.08  0.116
H: 2.12 0.13 6.60  0.121
H: -2.29 -0.05 3.89  0.130
H: -4.60 -0.94 4.42  0.114
H: -5.36 -3.08 3.40  0.106
H: -3.90 -4.29 1.77  0.105
H: -1.62 -3.31 1.14  0.119
H: -0.20 -3.76 3.00  0.110
H: 1.03 -5.86 2.18  0.100
H: 2.64 -5.72 0.24  0.119
H: 3.67 -4.46 -1.50  0.119
H: 4.07 -2.23 -2.61  0.122
H: 2.77 -0.23 -2.00  0.122
C: -3.67 -3.82 -2.03  -0.074
C: -4.82 -2.93 -1.80  -0.672
C: -5.85 -3.72 -1.08  -0.073
C: -5.34 -2.51 -3.13  -0.051
C: -4.47 -1.70 -1.01  -0.184
C: -5.49 -0.91 -0.54  -0.049
C: -5.27 0.24 0.24  -0.097
C: -4.01 0.62 0.56  -0.488
S: -3.52 1.94 1.56  1.080
C: -1.83 1.46 1.33  -0.537
N: -1.64 0.42 0.53  -0.004
C: -2.88 -0.11 0.07  -0.222
C: -3.14 -1.29 -0.72  0.074
C: -0.76 2.18 2.02  -0.323
C: -0.96 2.95 3.16  -0.065
C: 0.14 3.66 3.72  -0.112
C: 1.38 3.61 3.09  -0.095
C: 1.52 2.81 1.95  -0.114
C: 0.51 2.08 1.41  -0.222
H: -4.00 -4.74 -2.58  0.098
H: -3.20 -4.13 -1.04  0.107
H: -2.88 -3.29 -2.65  0.097
H: -6.02 -4.69 -1.62  0.097
H: -6.82 -3.17 -1.03  0.084
H: -5.51 -3.94 -0.04  0.090
H: -5.54 -3.41 -3.78  0.100
H: -4.61 -1.85 -3.63  0.071
H: -6.30 -1.93 -3.02  0.099
H: -6.53 -1.18 -0.80  0.110
H: -6.13 0.84 0.61  0.114
H: -2.23 -1.86 -1.08  0.136
H: -1.97 2.98 3.65  0.096
H: 0.02 4.25 4.67  0.103
H: 2.26 4.19 3.51  0.117
H: 2.58 2.79 1.42  0.130
S: 1.31 2.73 -4.97  1.063
C: 1.38 3.71 -6.38  -0.435
C: 2.26 4.76 -6.23  -0.237
C: 2.92 4.78 -4.97  -0.132
C: 2.51 3.73 -4.14  -0.432
C: 2.92 3.35 -2.89  -0.309
C: 2.14 2.50 -2.27  -0.174
N: 2.31 1.91 -1.11  -0.002
C: 3.45 2.20 -0.60  -0.175
C: 4.38 3.13 -1.10  -0.246
C: 5.51 3.33 -0.45  -0.054
C: 5.83 2.55 0.62  -0.059
C: 5.05 1.60 1.07  -0.276
C: 5.47 0.85 2.06  -0.078
C: 4.74 -0.09 2.58  -0.255
C: 3.35 -0.23 1.98  -0.003
N: 2.93 0.47 1.00  0.061
C: 3.80 1.36 0.57  -0.210
C: 5.15 -0.78 3.65  -0.473
C: 4.52 -1.81 4.36  -0.129
C: 5.32 -2.29 5.43  -0.222
C: 6.53 -1.59 5.57  -0.490
S: 6.72 -0.36 4.36  0.980
C: 4.07 3.73 -2.24  -0.020
H: 0.72 3.47 -7.24  0.062
H: 2.45 5.52 -7.03  0.094
H: 3.67 5.56 -4.66  0.109
H: 1.25 2.19 -2.68  0.031
H: 6.23 4.12 -0.84  0.133
H: 6.83 2.71 1.16  0.137
H: 6.51 1.02 2.49  0.092
H: 2.61 -0.91 2.35  0.075
H: 3.55 -2.19 4.13  0.085
H: 5.01 -3.12 6.14  0.104
H: 7.35 -1.73 6.33  0.052
H: 4.79 4.45 -2.72  0.121
C: -0.30 -0.51 -5.10  -0.113
C: -0.74 -0.92 -3.74  -0.408
C: 0.52 -1.42 -3.08  -0.100
C: -1.63 0.21 -3.17  -0.117
C: -2.86 0.16 -3.75  -0.146
C: -3.81 1.14 -3.59  -0.142
C: -3.44 2.28 -2.93  -0.108
C: -2.23 2.49 -2.32  -0.150
C: -1.88 3.88 -1.98  -0.443
C: -1.11 4.40 -3.16  -0.083
C: -1.21 4.09 -0.66  -0.060
C: -1.23 1.35 -2.27  -0.269
N: -0.25 1.17 -1.55  -0.068
H: 0.36 -1.34 -5.56  0.096
H: 0.30 0.43 -5.03  0.014
H: -1.19 -0.32 -5.78  0.091
H: -1.44 -1.79 -3.83  0.111
H: 1.31 -0.63 -3.15  0.077
H: 0.48 -1.63 -2.00  0.043
H: 0.86 -2.38 -3.64  0.118
H: -3.11 -0.71 -4.41  0.105
H: -4.83 1.04 -4.03  0.096
H: -4.18 3.11 -2.90  0.114
H: -2.82 4.48 -1.94  0.131
H: -0.11 3.87 -3.27  0.039
H: -0.90 5.53 -3.03  0.097
H: -1.70 4.23 -4.12  0.105
H: -0.37 3.46 -0.52  0.029
H: -1.95 3.83 0.19  0.075
H: -0.89 5.18 -0.54  0.102

The value obtained for the HOMO energy (spin up / spin down) is 0.68 / 0.64 eV. Its net charge is -2. The HOMO-LUMO gap (spin up / spin down) is 3.03 / 3.07 eV. The energy above the lowest of the compared OMol25 structures with the same formula, charge and spin comes out at 944.6 kJ/mol. As for the energy: -145481.332 eV. The LUMO energy (spin up / spin down) is 3.714 / 3.714 eV.

(3)
Formula: CH11N3O3
Source: the Open Molecules 2025 dataset
Level of theory: ωB97M-V/def2-TZVPD

Last column: Löwdin charge in e.
Positions of all 18 atoms, in Å:
N: 0.11 -1.06 0.34  0.269
C: -1.09 -0.62 0.70  -0.471
N: -2.17 -1.46 0.57  0.196
N: -1.31 0.64 1.08  0.291
H: 0.42 -1.95 -0.06  0.161
H: 0.94 -0.46 0.43  0.088
H: -1.94 -2.44 0.78  0.138
H: -2.91 -1.16 1.20  0.131
H: -0.43 1.18 0.98  0.094
H: 2.93 -0.04 -0.31  0.014
H: 3.67 -1.36 -0.22  0.062
O: 3.01 -0.83 0.24  -0.064
H: -1.87 2.04 -1.98  0.081
H: -1.31 1.06 -0.95  -0.012
O: -1.05 1.64 -1.67  -0.019
H: 1.36 2.06 -0.20  0.078
H: 0.69 1.05 -1.06  0.002
O: 1.56 1.25 -0.69  -0.038

The value obtained for the HOMO energy (spin up / spin down) is -15.14 / -15.14 eV. Its net charge is +1. Its spin multiplicity is 2. The HOMO-LUMO gap (spin up / spin down) is 11.68 / 6.66 eV. The energy above the lowest of the compared OMol25 structures with the same formula, charge and spin comes out at 31.3 kJ/mol. As for the energy: -11820.104 eV. The LUMO energy (spin up / spin down) is -3.465 / -8.478 eV.

(4)
Formula: C5H26O9
Source: the Open Molecules 2025 dataset
Level of theory: ωB97M-V/def2-TZVPD

Last column: Löwdin charge in e.
Positions of all 40 atoms, in Å:
C: 1.01 -2.21 0.82  -0.062
C: 0.58 -2.58 -0.62  -0.407
C: -0.70 -3.48 -0.60  -0.071
C: 0.20 -1.28 -1.40  -0.140
C: 1.43 -0.61 -1.97  -0.219
O: 1.25 0.47 -2.50  0.033
H: 1.82 -1.48 0.85  0.032
H: 1.47 -3.11 1.18  0.087
H: 0.14 -1.74 1.28  0.072
H: 1.34 -3.16 -1.18  0.136
H: -1.08 -3.39 -1.63  0.073
H: -0.42 -4.51 -0.38  0.071
H: -1.41 -3.14 0.16  0.076
H: -0.35 -0.59 -0.75  0.113
H: -0.39 -1.56 -2.27  0.117
H: 2.39 -1.16 -1.89  0.131
O: 0.87 -0.26 3.11  -0.064
H: 1.42 -0.17 3.89  0.060
H: 1.17 0.49 2.57  0.007
O: -2.64 0.95 -1.88  -0.072
H: -3.58 1.08 -2.10  0.064
H: -2.54 0.33 -1.14  0.003
O: 3.74 -0.28 0.76  -0.055
H: 3.83 0.67 0.69  0.033
H: 2.88 -0.32 1.17  -0.037
O: -0.68 2.72 -0.02  -0.080
H: -0.60 3.68 0.12  0.079
H: -0.66 2.79 -1.02  0.016
O: -0.69 2.65 -2.70  -0.064
H: -0.31 1.94 -3.21  0.033
H: -1.62 2.48 -2.45  0.022
O: -1.87 0.77 3.90  -0.071
H: -1.18 0.87 3.23  0.004
H: -1.25 0.26 4.44  0.024
O: 1.45 1.61 1.04  -0.073
H: 2.04 2.36 0.96  0.052
H: 0.64 1.84 0.52  0.010
O: -2.88 -0.30 0.55  -0.046
H: -2.25 0.09 1.17  0.040
H: -3.61 0.31 0.74  0.072

The value obtained for the HOMO energy is -9.57 eV. The HOMO-LUMO gap is 9.76 eV. The energy above the lowest of the compared OMol25 structures with the same formula, charge and spin comes out at 144.6 kJ/mol. As for the energy: -24034.047 eV. The LUMO energy is 0.188 eV.

What is the energy in the third record? -11820.104 eV

What is the formula in the fourth record? C5H26O9